Here is C45H44BN9O2PdTe as an isolated structure from OMol25. Energies are from wB97M-V/def2-TZVPD.

Geometry as XYZ:
```
103
Properties=species:S:1:pos:R:3:lowdin_charge:R:1
Te 0.98450 3.04610 1.29840 1.4531
Pd 0.24010 0.65410 0.24030 0.8363
O 1.27160 -0.67320 -3.56630 0.1289
O -0.05820 0.56230 -1.88320 -0.0246
N -0.04080 -2.31420 -0.12770 0.0197
N 3.09390 -4.08990 0.57970 0.1106
N -0.93720 -1.32810 0.03410 0.0441
N 1.12640 -1.64010 1.97360 0.0273
N 2.30460 -1.46920 -0.23140 0.0246
N 2.35830 -0.13730 -0.07080 0.0277
N -1.63720 1.94350 -0.15610 0.0032
N 0.51870 -0.45690 2.16580 0.0008
N 1.82410 -3.71930 0.77820 -0.0207
C 4.50890 -6.08400 0.81580 -0.0327
C 0.37370 -0.45200 -4.35350 -0.2826
C 0.07610 -2.75180 -7.93290 -0.0674
C -1.12160 3.51480 1.65490 -0.3821
C -3.26150 -0.83940 -0.69510 -0.0158
C 3.36530 0.32370 -0.81500 -0.3353
C -2.00640 2.37410 1.17950 -0.3014
C -1.78170 -2.85010 -1.36070 -0.0059
C 3.21970 -5.35420 0.93600 -0.3449
C 1.29880 -2.55000 -7.31370 -0.0600
C 1.12260 4.04900 -1.64380 -0.1616
C -2.87800 3.80570 -1.07060 -0.2091
C -2.15200 2.32570 -4.93470 -0.2070
C -2.94590 6.20830 -1.04090 -0.0502
C -4.19400 3.76300 -0.61920 -0.0340
C 1.16170 4.99300 -2.65880 -0.0772
C 1.03590 6.75640 -1.03360 -0.0739
C 3.25430 -1.86160 -1.09230 -0.0495
C 0.48210 -0.21940 3.47730 -0.3364
C 1.36660 -1.82140 -6.14110 -0.0056
C 0.21110 -1.27410 -5.58300 -0.1518
C -1.25230 1.28580 -5.17210 0.0442
C 1.09030 -1.28170 4.15110 -0.0011
C 1.97780 -5.82930 1.40610 -0.0142
C 1.48120 -2.15500 3.15970 -0.0336
C -2.38790 2.71550 -3.62710 0.0614
C -0.52060 -3.24070 -0.97310 -0.0427
C -2.27330 5.03370 -1.32060 -0.0331
C -4.23920 6.16390 -0.54670 -0.0622
C -2.05170 2.57190 -1.20570 -0.1958
C 1.12930 6.34420 -2.35290 -0.0734
C 0.99260 5.81970 -0.01530 -0.1373
C 3.83160 1.73630 -0.79250 -0.0272
C -0.77170 1.07830 -2.77540 -0.2473
C -2.84930 3.01530 -6.05730 -0.0147
C -1.02120 -1.51960 -6.18640 -0.0464
C -0.59940 0.64380 -4.14350 -0.0147
C -2.00780 -1.63840 -0.69780 -0.3388
C 3.96430 -0.74790 -1.48200 -0.0063
C 1.04590 4.46340 -0.32180 -0.5036
C -4.87050 4.94460 -0.36470 -0.0560
C -1.73370 2.13240 -2.54500 -0.0348
C 1.12350 -4.76160 1.28790 -0.0933
C -0.14870 0.98350 4.08900 -0.0368
C -1.08200 -2.25270 -7.35880 -0.0676
B 1.32020 -2.30890 0.58230 -0.6781
H -3.80610 -0.99100 -1.62350 0.0838
H 1.22010 -1.38760 5.20800 0.1052
H -3.90340 -1.15020 0.13000 0.0893
H -2.57200 2.57850 -7.01190 0.0866
H -2.59260 4.07410 -6.06980 0.0987
H 0.29330 1.90610 3.69830 0.0038
H 1.13880 2.99180 -1.88740 0.0866
H -3.05200 2.70100 1.21550 0.1139
H 5.31360 -5.50530 1.26530 0.0782
H -3.92900 2.93880 -5.93010 0.0995
H -4.68130 2.80760 -0.47730 0.1260
H 0.91520 6.13560 1.01720 0.1031
H 0.05170 -4.10600 -1.24210 0.1305
H -3.10200 3.50690 -3.45230 0.1348
H 4.79510 -0.70430 -2.15590 0.1056
H 3.38010 -2.88820 -1.36360 0.1135
H 4.75900 -6.23880 -0.23360 0.0777
H 1.75710 -6.80870 1.77650 0.0985
H 0.02150 -3.30400 -8.85920 0.1092
H -4.75540 7.07820 -0.29950 0.1101
H 4.43900 1.91520 0.09760 0.0917
H -3.03490 0.21490 -0.57200 0.0391
H -2.44880 -3.34830 -2.03320 0.1035
H 0.00200 0.96450 5.16540 0.0884
H 2.99520 2.43450 -0.78160 0.0059
H 4.45030 -7.05270 1.30470 0.0753
H -1.28060 3.70320 2.71410 0.0609
H -2.03830 -2.43230 -7.82720 0.1076
H 2.31110 -1.64580 -5.64860 0.1205
H 0.08370 -4.66470 1.52870 0.1249
H -2.45130 7.15450 -1.19930 0.1109
H -1.27330 5.05930 -1.72380 0.0936
H -1.88470 1.50010 1.83240 0.0911
H 1.17910 7.07520 -3.14510 0.1106
H 1.21640 4.66840 -3.68740 0.1117
H 1.98460 -3.09530 3.24620 0.1259
H 1.00820 7.80900 -0.79710 0.1123
H 4.44310 1.93700 -1.66820 0.0879
H -1.93130 -1.15470 -5.73160 0.1142
H -1.03410 1.00950 -6.19160 0.1304
H -1.22110 0.99780 3.89300 0.0775
H -5.88890 4.90960 -0.00850 0.1118
H -1.33210 4.42360 1.09100 0.0468
H 2.19920 -2.95710 -7.74640 0.1094
```

Computed properties:
- E_tot: -2805.086286 hartree
- LUMO level (alpha / beta): -3.11 / -5.44 eV
- Net charge: +1
- Gap between HOMO and LUMO (alpha / beta): 7.248 / 5.152 eV
- Highest occupied orbital energy (alpha / beta): -10.4 / -10.6 eV
- Spin multiplicity: 4
- Molar mass: 987.74 Da

Here is C39H62As2N4O12SSbSn as an isolated structure from OMol25. Energies are from wB97M-V/def2-TZVPD.

Geometry as XYZ:
```
122
Properties=species:S:1:pos:R:3:lowdin_charge:R:1
Sb 2.18243 -1.50073 1.91395 1.3551
Sn 0.25508 -0.13142 -0.04497 0.9411
As -4.39792 -2.06901 -0.21067 1.2825
As -2.52180 0.74443 -1.94992 1.2821
S -1.35666 -1.58475 1.25616 0.3906
O -0.98652 -2.68463 -3.43000 0.0890
O 1.70781 1.85775 1.31716 -0.2599
O -5.35329 2.72025 -0.00005 0.1235
O 0.90587 -2.20454 -1.53651 -0.1726
O -2.72761 -4.55696 -1.78567 -0.0198
O -0.91909 1.50722 1.46713 -0.1206
O -1.19206 -0.59622 -4.19724 -0.0577
O 0.43239 3.53862 -0.43114 0.0676
O -5.03496 1.03401 2.22710 0.1152
O -3.98912 -3.70719 -3.38134 0.1204
O -6.03254 -0.89041 1.71229 -0.1196
O -3.22045 3.07176 -0.60301 -0.1195
N 2.37707 4.29744 -1.34111 -0.1440
N -1.16910 2.67343 3.37925 -0.1171
N 3.47862 -2.14530 -8.35736 0.0898
N -1.07110 -1.20392 2.93648 -0.4362
C -3.33096 4.47882 -0.38825 -0.0260
C -4.44539 -0.13438 0.16593 -0.2900
C 2.47588 2.66682 0.46875 -0.1398
C -0.63894 3.48307 4.45612 -0.0528
C 4.17596 -0.74513 4.18283 -0.1977
C 3.56448 -1.87953 -4.84003 -0.0722
C 5.18281 -2.76499 1.22381 -0.1972
C -3.77589 1.18138 -3.41540 -0.2613
C 3.00505 0.00926 -3.35452 -0.3505
C -2.60190 2.41911 3.40715 -0.0218
C 3.38085 -1.69302 -7.29733 -0.2481
C -1.80236 -4.30596 -0.70930 -0.0809
C 2.69301 0.74431 -4.56174 -0.0863
C -5.18494 0.12810 1.45956 -0.5032
C 3.26140 -1.12913 -5.99354 -0.2951
C 3.22050 -1.86365 3.76692 -0.4108
C -2.48352 -1.18723 -2.31233 -0.3203
C 1.64749 3.53021 -0.47366 -0.4412
C -0.43152 2.18543 2.35892 -0.4174
C 0.05018 -0.82114 3.40672 -0.4469
C 2.83302 0.20544 -5.80693 -0.1029
C 2.37315 -4.64482 1.67289 -0.1863
C 0.90130 0.29064 5.59071 -0.1165
C 4.04837 -1.86528 0.72360 -0.4200
C -0.05095 -0.70770 4.93277 -0.2860
C -6.71341 -0.83039 2.96733 -0.0358
C -0.19868 -0.91336 -5.19988 0.0034
C 3.45489 -1.34576 -3.58217 -0.0911
C -4.27632 2.29376 -0.30161 -0.5341
C 1.36824 -3.50035 1.80111 -0.4203
C -1.50464 -1.59018 -3.37222 -0.5188
C 1.67391 5.02966 -2.38213 -0.0395
C 3.81107 4.11521 -1.52511 -0.0497
C -3.30631 -3.52864 -2.40887 -0.5708
C -3.90069 0.84876 -0.53986 -0.2799
C 1.07009 2.46941 2.40622 -0.1188
C 2.83403 0.55721 -2.10148 -0.1007
C -3.23238 -2.15216 -1.77961 -0.3297
C -6.06900 -2.10794 -1.26390 -0.2726
H 6.05137 -2.70144 0.55938 0.0611
H -2.31389 -4.38089 0.24713 0.0688
H 4.92360 -0.55901 3.40666 0.0535
H 0.32986 -2.58760 -2.21673 0.0177
H 0.90783 1.23817 5.04155 0.0260
H -6.08749 -1.29563 -1.98805 0.0262
H -6.91072 -2.01606 -0.58077 0.0138
H 2.46314 -2.05448 4.52454 0.0353
H 3.64151 0.19288 4.35404 0.0443
H -1.34196 -3.32335 -0.78476 0.0155
H 3.74382 -1.95118 -2.72606 0.0925
H 0.75571 -3.59915 2.69774 0.0460
H -0.08365 -0.01244 -5.79184 0.0960
H 1.86320 -5.60909 1.76643 0.0636
H 1.26184 3.54693 2.43231 0.1424
H 1.67714 -1.86833 -2.02318 0.0087
H 0.74710 -1.17297 -4.73066 0.0779
H 1.78593 4.53234 -3.35027 0.0915
H -6.12347 -3.05813 -1.79227 0.0204
H 3.14782 -4.61119 2.44159 0.0457
H 1.92729 -0.07248 5.61616 0.0387
H 2.86510 -4.62616 0.69822 0.0610
H 3.77014 -2.79316 3.60545 0.0325
H 2.34385 1.76735 -4.45806 0.0937
H 0.11402 -1.70708 5.35611 0.0935
H 4.88702 -3.81239 1.26627 0.0392
H 4.17632 4.91191 -2.17000 0.0870
H -4.55961 0.42776 -3.46995 0.0273
H 5.52562 -2.47731 2.22081 0.0439
H 0.68783 -3.49788 0.95279 -0.0096
H 3.69974 -2.20554 -0.25690 0.0211
H 2.61066 0.80608 -6.68245 0.1083
H 3.14114 3.32165 1.04323 0.1349
H -2.80617 4.96712 -1.20450 0.0916
H 3.09146 1.97394 -0.10731 0.1021
H -1.08535 -0.43452 5.17850 0.0839
H 3.89740 -2.90447 -4.95776 0.1093
H 4.43820 -0.85346 0.57057 0.0221
H -7.49884 -0.07739 2.93484 0.0957
H -2.85717 1.77685 4.25301 0.0965
H 0.60098 0.49980 6.62176 0.0675
H -1.18201 3.24106 5.36970 0.0940
H 4.34891 4.17939 -0.58035 0.0839
H 3.27259 0.09452 -1.22293 0.0150
H -4.37170 4.78770 -0.36018 0.0856
H 0.62023 5.06335 -2.13010 0.0770
H -6.01961 -0.58572 3.76674 0.0941
H 4.04806 3.15736 -1.99883 0.0837
H -2.89813 1.91416 2.49722 0.0634
H -2.84606 4.72555 0.55488 0.0933
H -3.15072 3.36131 3.48832 0.0965
H 2.59702 1.61628 -2.03205 0.0082
H -7.14166 -1.81567 3.12280 0.0918
H 2.07160 6.04366 -2.45468 0.0852
H -0.76498 4.55411 4.25993 0.0938
H 4.71288 -0.99283 5.10392 0.0657
H 0.41316 3.28327 4.63889 0.0688
H -4.21520 2.16043 -3.22278 0.0229
H -0.54500 -1.74314 -5.81099 0.1050
H -1.03219 -5.06857 -0.78254 0.1005
H 1.45594 2.02151 3.32633 0.1075
H -3.22637 1.20656 -4.35284 0.0167
```

Computed properties:
- E_tot: -7969.360523 hartree
- LUMO level: 1.88 eV
- Net charge: -1
- Gap between HOMO and LUMO: 5.238 eV
- Highest occupied orbital energy: -3.4 eV
- Molar mass: 1201.32 Da

Here is an isolated ion of composition C6H13ClN and charge +1 from OMol25. Energies are from wB97M-V/def2-TZVPD.

Geometry as XYZ:
```
21
Properties=species:S:1:pos:R:3:lowdin_charge:R:1
Cl 2.51757 -0.49855 0.20970 0.7147
N 0.29648 -1.91450 -0.92959 0.1890
C 1.24279 1.56403 -1.27686 -0.0791
C -1.91483 0.13298 1.40451 -0.0866
C 1.01865 0.47228 -0.25722 -0.6515
C 0.99929 1.88370 0.15635 -0.1067
C -0.88670 -0.89510 0.86978 -0.2204
C -0.19556 -0.47100 -0.42312 -0.2160
H -0.87046 -0.24312 -1.21863 0.1486
H 0.51493 1.65694 -1.98200 0.0897
H 1.29924 -1.88604 -0.75358 0.0408
H -2.78578 0.41461 0.81422 0.0681
H 2.16589 1.79033 -1.59655 0.0770
H -0.08742 -2.68710 -0.42955 0.1344
H -2.25914 -0.24063 2.46584 0.1244
H -0.07800 -1.03612 1.62144 0.1295
H 0.05045 -2.03246 -1.90097 0.1624
H -1.46286 1.20443 1.37409 0.0864
H 0.04420 2.37573 0.40182 0.1129
H -1.44467 -1.86084 0.62987 0.1316
H 1.83592 2.27045 0.82047 0.1508
```

Computed properties:
- SMILES string: CC[C@H]([NH3+])C1(Cl)CC1
- E_tot: -751.048585 hartree
- LUMO level: -3.30 eV
- Net charge: +1
- Gap between HOMO and LUMO: 11.128 eV
- Highest occupied orbital energy: -14.4 eV
- Molar mass: 134.63 Da

Here is a 2-piece molecular cluster, C5H6F3N3O overall from OMol25. Energies are from wB97M-V/def2-TZVPD.

Geometry as XYZ:
```
18
Properties=species:S:1:pos:R:3:lowdin_charge:R:1
F -3.63045 1.00167 -0.90252 0.1317
F -2.53238 1.76830 0.70374 0.1150
F -2.86058 -0.36508 0.73069 0.1042
O 1.17437 -2.40706 -0.08356 0.1274
N -0.24004 -0.05046 0.03470 -0.0210
N -0.92663 -2.71894 0.84634 0.1955
N 0.88678 0.42549 -0.03661 -0.0094
C 1.84941 0.99624 0.26321 -0.0620
C -2.61177 0.68946 -0.09135 -0.6134
C -1.26485 0.43282 -0.87385 -0.0771
C 3.25206 1.06785 0.08816 -0.0778
C 0.19076 -2.47824 0.52725 -0.4694
H -1.54836 -0.47179 -1.45361 0.1238
H 3.44114 0.81441 -0.98676 0.1057
H 3.86965 1.89064 0.53276 0.0943
H 3.59532 0.20909 0.65709 0.0842
H -1.12131 1.46363 -1.47350 0.1730
H -1.52313 -2.26804 1.51784 0.0753
```

Computed properties:
- E_tot: -733.119789 hartree
- LUMO level: 0.41 eV
- Gap between HOMO and LUMO: 8.876 eV
- Highest occupied orbital energy: -8.5 eV
- Molar mass: 181.12 Da

Here is C22H25IrNO3P as an isolated structure from OMol25. Energies are from wB97M-V/def2-TZVPD.

Geometry as XYZ:
```
53
Properties=species:S:1:pos:R:3:lowdin_charge:R:1
Ir 0.33317 0.47674 -0.54683 1.2234
P 2.00769 -0.26449 -1.80995 0.9610
O -0.34220 -1.35249 -0.71549 -0.2533
O -1.70627 1.54373 -0.70524 -0.1984
O -0.83760 -2.87659 -2.24594 0.1758
N 0.20176 -0.12878 1.39785 -0.0209
C -2.01824 2.29949 3.12541 -0.0385
C -1.60532 1.23188 2.34381 -0.0462
C 0.00026 3.31072 -3.77241 -0.0033
C 1.33149 -1.82556 -2.41723 -0.1638
C 0.23871 2.17983 -4.56702 -0.0094
C -0.24404 0.99016 2.21073 -0.3034
C -0.06026 -2.07770 -1.84273 -0.5995
C 0.38620 3.34618 -2.44724 -0.0316
C -1.07683 3.10807 3.75410 -0.0359
C 0.27908 2.85105 3.61116 -0.0387
C 3.77565 -0.29267 -1.90159 -0.3475
C -2.95554 0.86256 -1.07969 -0.2223
C 6.52820 -0.41190 -2.10985 -0.0236
C 1.02690 2.23263 -1.90517 -0.2189
C 0.84347 1.06163 -4.03727 -0.0244
C 0.70701 1.78623 2.83028 -0.0212
C 4.46446 -1.38792 -1.36883 -0.0787
C 1.25261 1.08090 -2.69277 -0.4165
C 5.84702 0.68720 -2.61544 -0.0394
C -2.81613 0.30834 -2.47169 -0.0482
C 5.84016 -1.44688 -1.48510 -0.0393
C 4.46749 0.75584 -2.51206 -0.0644
H -1.40522 3.93266 4.37225 0.1241
H 7.60557 -0.46041 -2.19458 0.1260
H 6.37697 -2.30137 -1.09672 0.1243
H -0.48155 4.17466 -4.21168 0.1324
H 0.22861 4.23383 -1.85009 0.1319
H 1.76444 1.56763 2.72706 0.1242
H -0.05444 2.18725 -5.60865 0.1329
H 6.38906 1.48791 -3.09942 0.1233
H 1.29428 -1.86498 -3.50586 0.1182
H 3.94156 1.61212 -2.91533 0.1107
H 1.45417 2.31493 -0.88278 0.1136
H -2.46098 1.08050 -3.15580 0.0814
H -3.16418 0.08037 -0.34951 0.1165
H 1.09537 -0.49566 1.71568 0.1316
H -0.46267 -0.90679 1.39274 0.1286
H -2.33049 0.57041 1.88182 0.1205
H -2.14600 -0.54984 -2.50552 0.0563
H 1.02158 0.19329 -4.65798 0.1271
H -3.79166 -0.03229 -2.81896 0.1031
H -1.90552 2.17626 -0.00183 0.0928
H 3.93963 -2.18775 -0.85899 0.1121
H -3.74613 1.60992 -1.03409 0.1320
H -3.07441 2.49261 3.25661 0.1246
H 1.97568 -2.64404 -2.08632 0.1154
H 1.00691 3.47273 4.11423 0.1237
```

Computed properties:
- E_tot: -1578.914627 hartree
- LUMO level: -7.92 eV
- Net charge: +2
- Gap between HOMO and LUMO: 7.446 eV
- Highest occupied orbital energy: -15.4 eV
- Molar mass: 574.64 Da

Here is a 4-piece molecular cluster, C3H11NO4 overall from OMol25. Energies are from wB97M-V/def2-TZVPD.

Geometry as XYZ:
```
19
Properties=species:S:1:pos:R:3:lowdin_charge:R:1
O 2.52012 1.28686 1.01468 0.2317
O -2.20914 1.86523 -0.90564 0.0631
O -0.02441 1.42755 -2.41220 -0.0543
O -1.82800 -2.06672 0.57820 0.0210
N 0.54374 -1.54624 -0.13285 0.0690
C 1.07813 -0.80742 0.98042 -0.1621
C 0.25078 0.72867 0.95102 0.1029
C 1.52859 0.82982 0.37596 -0.2859
H -2.10857 -3.00274 0.53985 0.0671
H -0.39612 1.05662 -3.21653 0.0539
H 0.59932 -1.12653 1.90618 0.1606
H -0.42607 -1.85826 0.17226 0.0080
H 0.01932 1.10198 1.93348 0.1432
H -0.64968 0.69700 0.36707 0.0951
H 2.09011 -1.07201 1.29234 0.1683
H 1.17020 -2.31317 -0.35413 0.1124
H -3.03916 2.12585 -0.46177 0.0669
H -0.75145 1.81475 -1.92270 -0.0351
H 1.63230 0.85876 -0.70565 0.1741
```

Computed properties:
- E_tot: -476.013463 hartree
- LUMO level (alpha / beta): -7.38 / -6.76 eV
- Net charge: +1
- Gap between HOMO and LUMO (alpha / beta): 6.941 / 7.574 eV
- Highest occupied orbital energy (alpha / beta): -14.3 / -14.3 eV
- Spin multiplicity: 2
- Molar mass: 125.12 Da

- Look up the E_tot of the first one.
  -2805.086286 hartree

- Look up the E_tot of the fifth one.
  -1578.914627 hartree

- The lowest E_tot belongs to which entry?
  C39H62As2N4O12SSbSn